(1)
Below is a molecular structure, C22H21N3O2Tl, with properties calculated with ωB97M-V/def2-TZVPD.

Each line ends with the Mulliken charge.
Atoms and positions in Å:
Tl1 1.1542 -0.4467 -2.7244  0.6710
O1 2.8800 0.1011 -0.4802  -0.7078
O2 -1.6546 -0.5265 0.1288  -0.6542
N1 1.3998 0.6534 1.2841  -0.0179
N2 0.6165 -0.4621 -0.4923  -0.2440
N3 -0.8559 0.1811 -3.1253  -0.4600
C1 2.9877 -2.2219 -2.6384  -0.7065
C2 1.7705 0.0942 0.0687  0.1326
C3 2.0592 -2.0781 -4.7857  -0.7620
C4 2.9383 -1.4042 -3.8610  -0.5689
C5 -0.6178 2.0748 1.3379  -0.0928
C6 -0.7584 4.0449 -0.0991  -0.6785
C7 -0.3496 2.7271 0.1073  -0.1676
C8 -0.2501 0.1400 2.9030  -0.6524
C9 -1.4014 2.7495 2.2871  -0.2576
C10 -1.7891 4.0638 2.0759  -0.8779
C11 -0.4864 -0.2059 0.2958  -0.4963
C12 -1.4600 4.7247 0.8920  -0.4281
C13 -1.0485 -0.9838 3.1236  -0.2148
C14 -1.1674 -1.5289 4.3975  -0.7537
C15 0.2445 0.2110 5.2817  -0.8870
C16 -2.3858 -1.3854 -3.0592  -0.2220
C17 0.3665 0.7636 4.0129  -0.1279
C18 2.2330 -3.4039 -2.8999  -0.6198
C19 -1.7657 -2.6320 -2.9900  -0.7367
C20 -0.5244 -0.9331 5.4815  -0.4099
C21 -0.0235 0.6749 1.4933  3.2696
C22 1.6381 -3.2899 -4.1861  -0.4631
H1 -1.5540 -3.0838 -2.0224  0.2838
H2 -2.3553 4.6189 2.8069  0.3911
H3 1.0916 -4.0794 -4.6721  0.5113
H4 -2.8623 -1.0327 -3.9800  0.2350
H5 -1.7444 2.2997 3.2189  0.4102
H6 -1.7580 -2.4374 4.5184  0.3920
H7 -1.7412 5.7509 0.7145  0.3902
H8 1.9663 1.3573 1.7269  0.2865
H9 -0.5183 4.5470 -1.0546  0.3464
H10 2.1934 -4.2701 -2.2715  0.4184
H11 1.8011 -1.7052 -5.7718  0.3753
H12 -0.8721 1.2343 -3.3067  -0.0273
H13 -2.6550 -0.9265 -2.1136  0.1591
H14 -1.6177 -1.4795 2.3232  0.4109
H15 3.5801 -1.9980 -1.7649  0.6213
H16 -0.6239 -1.3872 6.4503  0.3946
H17 3.5146 -0.4920 -4.0432  0.6767
H18 0.9500 1.6781 3.8922  0.3020
H19 0.7572 0.6472 6.1361  0.3509
H20 0.1821 2.2330 -0.7290  -0.0160
H21 -1.4838 -3.1763 -3.8869  0.2218

Results
HOMO (alpha / beta)	-3.8 / -3.8	eV
lowest unoccupied orbital energy (alpha / beta)	0.0966 / 0.0966	Ha
total charge	-1
M	563.81	g/mol
calculated total energy	-36410.5255	eV
frontier orbital gap (alpha / beta)	6.45 / 6.45	eV


(2)
Below is a molecular structure, C34H56As2F18HfN9O4S2, with properties calculated with ωB97M-V/def2-TZVPD.

Each line ends with the Mulliken charge.
Atoms and positions in Å:
Hf1 9.5830 14.0238 17.5799  1.4258
As1 13.0148 16.0230 18.6963  2.0029
As2 12.5999 11.7986 15.8337  2.1866
S1 7.1573 13.2221 14.8686  0.8345
S2 6.3378 15.0171 16.4414  0.9716
F1 12.0350 12.3310 14.2384  -0.6026
F2 11.5570 15.1053 18.0100  -0.4723
F3 12.7051 15.2608 20.2686  -0.4773
F4 13.2015 16.7038 17.0564  -0.4686
F5 7.0542 17.6203 16.1444  -0.2142
F6 11.1963 12.7680 16.5711  1.0133
F7 13.6769 13.2326 15.9142  -0.5981
F8 14.0005 10.8816 15.1431  -0.6915
F9 13.0991 11.3541 17.4778  -0.4441
F10 14.1074 14.6687 18.3264  -0.3998
F11 11.5037 10.3785 15.6891  -0.4692
F12 8.2562 11.9547 12.7371  -0.2285
F13 9.4756 11.8328 14.5505  0.2219
F14 11.8831 17.3129 19.2045  -0.4847
F15 5.4503 17.0447 14.7744  -0.1981
F16 7.4326 16.4124 14.3483  -0.1730
F17 9.4112 13.6953 13.4344  -0.1879
F18 14.4508 16.9054 19.2914  -0.4789
O1 6.5141 11.9848 15.3313  -0.5504
O2 5.0268 14.4386 16.1150  -0.4412
O3 6.4294 15.4238 17.8192  -0.6870
O4 6.4157 14.0270 13.8516  -0.5079
N1 10.6386 15.1414 15.5718  -0.3487
N2 11.1511 9.4178 19.2136  -0.4422
N3 14.3976 9.8083 9.4728  -0.4898
N4 17.5184 11.0767 12.3993  -0.5968
N5 16.0294 8.1674 15.9787  -0.5603
N6 9.0018 11.4827 17.4073  -0.3334
N7 11.0557 12.8266 19.2147  -0.7111
N8 16.4279 11.2320 20.1720  -0.6345
N9 7.8545 14.0442 16.1105  -0.4001
C1 8.7017 12.6511 13.8159  0.2891
C2 13.1193 11.9045 20.5639  1.0859
C3 15.3273 7.9826 13.4315  0.5711
C4 16.4134 11.4786 19.0691  0.0282
C5 12.4358 16.1011 12.6343  -0.2248
C6 13.3652 8.5823 18.1091  1.3048
C7 11.9761 12.4118 19.8325  0.1303
C8 15.7835 12.9633 13.0711  2.0326
C9 14.3409 7.7452 20.2456  -0.9873
C10 12.1367 9.0672 18.7383  0.0607
C11 13.9287 7.3601 18.8226  -0.9478
C12 13.3958 16.9834 11.8518  -1.5799
C13 17.6593 12.2459 16.9862  -0.3882
C14 11.4613 15.6817 14.9498  0.1489
C15 11.8100 10.4649 22.3170  -0.7730
C16 18.8500 11.2543 17.1124  -1.2959
C17 16.7184 11.8897 12.6661  -0.1768
C18 11.5699 9.3394 12.0334  -0.2272
C19 12.5024 16.3211 14.1573  -0.4264
C20 6.5842 16.6205 15.3482  0.7321
C21 16.3338 11.7981 17.6419  2.0879
C22 7.9506 8.4220 16.0774  -0.8543
C23 15.7178 8.0675 14.8469  0.0376
C24 9.0193 8.8695 17.1114  -0.1287
C25 14.4648 6.7742 12.9273  -0.7708
C26 16.0848 14.3520 12.5830  -0.2697
C27 16.2543 14.4492 11.1206  -1.4078
C28 13.1875 6.5791 13.8020  -0.7264
C29 9.0223 10.3153 17.2925  0.1494
C30 8.3205 8.6041 14.5853  -0.7025
C31 11.9717 10.6259 9.8402  -0.4127
C32 11.6375 10.6684 11.2981  0.6223
C33 12.8683 11.5666 22.0622  -0.9750
C34 13.3019 10.1690 9.5866  0.1206
H1 10.0330 8.5578 16.8598  0.0050
H2 15.5325 12.5278 17.5250  -0.5976
H3 12.4610 12.4240 22.5980  0.3537
H4 15.8945 10.9342 17.1432  -0.6741
H5 14.7804 8.9235 13.3703  -0.3257
H6 14.3569 17.0772 12.3575  0.3422
H7 16.9982 14.7035 13.0627  0.3652
H8 14.9151 8.6691 20.3154  0.2462
H9 12.2564 9.5263 21.9886  -0.0047
H10 13.7889 12.7646 20.5632  0.4541
H11 14.8332 12.6208 12.6616  -0.6095
H12 15.7773 13.0337 14.1588  -0.3928
H13 12.0054 11.6652 9.5132  0.3314
H14 12.5428 7.4579 13.8171  -0.0659
H15 13.4339 15.9951 14.6199  0.2311
H16 7.6797 7.3695 16.1611  0.4096
H17 19.2520 11.1522 18.1204  0.3621
H18 15.0786 5.8755 12.8666  0.4310
H19 17.3734 12.2599 15.9345  0.0320
H20 11.5718 9.3916 13.1222  -0.4246
H21 13.5734 16.6862 10.8182  0.3730
H22 13.5895 6.2411 14.7572  0.3286
H23 8.2227 9.6309 14.2330  -0.0130
H24 17.2275 14.1116 10.7641  0.4008
H25 13.1119 6.6411 18.8860  0.4507
H26 8.8534 8.4933 18.1209  0.5718
H27 11.5512 10.4915 23.3755  0.4147
H28 10.8979 10.6992 21.7681  0.2733
H29 14.2165 9.2629 18.1196  -0.5232
H30 13.1537 8.2777 17.0842  -0.2094
H31 12.5219 17.3728 14.4431  0.5557
H32 10.6994 8.7596 11.7266  0.3653
H33 15.3462 15.0685 12.9425  -0.1289
H34 16.2797 15.5160 10.8982  0.4430
H35 17.8688 13.2437 17.3715  0.4257
H36 19.6382 11.5543 16.4220  0.4128
H37 14.8914 6.9100 20.6787  0.4276
H38 12.9597 17.9817 11.8168  0.4451
H39 10.7662 11.2872 11.5126  -0.0287
H40 7.7020 7.9586 13.9617  0.4755
H41 9.3465 8.3891 14.2866  0.1103
H42 11.4357 16.2861 12.2421  0.6232
H43 15.4474 14.0418 10.5115  0.2868
H44 18.5465 10.2592 16.7871  0.2807
H45 12.4609 11.2264 11.7439  -0.4026
H46 6.9981 8.8774 16.3485  0.4316
H47 12.5000 5.7708 13.5528  0.4159
H48 11.2901 9.9200 9.3658  0.3285
H49 14.1595 7.0209 11.9104  0.3171
H50 16.2399 8.0202 12.8366  0.4517
H51 12.5831 15.0332 12.4727  0.1160
H52 13.4296 7.7879 20.8421  0.1802
H53 13.8573 11.3850 22.4828  0.4424
H54 14.7738 6.9565 18.2649  0.5006
H55 12.4161 8.7043 11.7714  0.1570
H56 13.5734 11.1519 19.9193  -0.6597

Results
HOMO	-13.0	eV
lowest unoccupied orbital energy	-0.2750	Ha
total charge	+1
M	1389.31	g/mol
calculated total energy	-251330.7786	eV
frontier orbital gap	5.54	eV


(3)
Below is a molecular structure, C56H55CrN11O3, with properties calculated with ωB97M-V/def2-TZVPD.

Each line ends with the Mulliken charge.
Atoms and positions in Å:
Cr1 -1.2723 -0.2097 1.2080  1.3705
O1 -1.0840 1.4288 -0.1192  -0.1781
O2 -0.4728 -0.2658 -0.8973  -0.4910
O3 0.6557 0.5770 0.4663  -0.0249
N1 -1.9315 3.1474 -4.7954  -0.5265
N2 4.7205 0.8090 3.5754  -0.5505
N3 -1.3186 -2.3402 1.4949  1.7991
N4 3.8555 -4.3615 0.0651  -0.6204
N5 2.8601 5.5984 -3.9073  -0.5850
N6 0.1007 -0.3939 3.2858  1.1047
N7 -2.4323 1.0757 2.6903  0.7386
N8 -1.6105 -4.9366 -2.6900  -0.5374
N9 -3.5200 -0.5077 0.4337  0.9868
N10 1.7888 -2.6962 -4.3075  -0.4240
N11 2.0255 5.8197 3.1227  -0.6185
C1 5.6165 1.0613 0.9630  -0.8564
C2 -0.5359 -4.5612 0.7730  -0.8577
C3 1.9655 3.7431 -1.9828  0.5346
C4 -1.9066 -2.9999 2.5568  -0.8333
C5 -4.2732 -1.7020 0.2269  -0.2666
C6 6.4448 1.4851 2.0084  -0.4364
C7 -0.0436 0.8177 -0.5201  0.6342
C8 0.9781 -1.3320 5.3764  -0.8837
C9 -0.6320 -3.1623 0.6679  -0.9270
C10 -4.3022 0.5777 0.0953  -0.3182
C11 -6.2363 -0.6335 -0.6872  -0.4618
C12 3.4405 -4.2322 2.4510  -0.8192
C13 1.3809 -0.1085 5.8633  -0.9109
C14 -3.2503 1.4866 4.9442  -0.9464
C15 -3.7912 -3.1644 -3.0175  -0.5269
C16 -2.4514 -2.6557 -2.8720  0.1773
C17 3.0289 3.7243 2.6321  -0.0565
C18 2.7397 -2.4229 0.8906  1.1206
C19 -3.9803 -4.5241 -2.9550  -0.4516
C20 -1.1075 -5.1555 1.8300  -0.8550
C21 2.9641 4.8946 3.3484  -0.4429
C22 -2.1885 2.4212 2.6803  -0.4682
C23 1.0344 1.0009 5.0449  -0.6778
C24 3.9159 0.5128 2.5476  0.2656
C25 1.3135 3.8458 -3.2452  -0.2339
C26 0.9049 -2.2177 -6.4920  -0.5441
C27 4.0391 -4.8527 1.3315  -0.4795
C28 0.9679 5.5612 2.2350  -0.7048
C29 -2.0778 2.4584 -3.6731  -0.9637
C30 -2.7838 0.5388 -5.0611  -0.1488
C31 -1.8243 -4.3819 2.7285  -0.5884
C32 -2.5160 1.0555 -3.7929  0.1688
C33 -2.9132 -5.3675 -2.7648  -0.5463
C34 1.8096 4.7563 -4.1180  -0.3374
C35 1.5704 -3.0310 -5.6058  -0.4045
C36 0.9778 4.3693 1.5154  -0.1171
C37 -2.9796 2.8721 4.8737  -0.5390
C38 -5.5497 -1.7777 -0.3673  -0.9024
C39 0.5319 -0.6817 -4.6667  0.0477
C40 -2.4838 3.3882 3.6786  -0.8389
C41 -5.5612 0.5570 -0.4499  -0.8776
C42 2.8675 -2.9432 2.1897  -0.2311
C43 0.3548 -1.0167 -6.0266  -0.5530
C44 -3.0168 0.6425 3.8532  -0.2443
C45 3.0084 4.6505 -1.6784  -0.6479
C46 4.3078 0.6104 1.1931  -0.0204
C47 -1.4342 -3.6160 -2.7055  -0.6711
C48 0.3751 -1.5187 4.1286  -0.9765
C49 3.2468 -3.1837 -0.1199  -0.7907
C50 5.9645 1.3355 3.3476  -0.4783
C51 3.4106 5.5553 -2.6612  -0.4340
C52 -2.1903 2.6340 -5.9957  -0.2468
C53 2.0420 3.4620 1.7148  0.6246
C54 -2.7007 1.3650 -6.1444  -0.5923
C55 1.2659 -1.5388 -3.8665  -0.4114
C56 0.4099 0.8409 3.8130  -0.2365
H1 0.7483 -2.5148 -7.5184  0.4146
H2 -1.8087 3.0917 -6.8964  0.3751
H3 -0.0761 -0.2269 -6.6241  0.4871
H4 -2.3500 4.4430 3.4893  0.5029
H5 5.8537 1.1214 -0.0889  0.4192
H6 -2.4371 -4.7843 3.5215  0.5643
H7 7.4177 1.9141 1.8191  0.4266
H8 1.1550 -2.2622 5.8959  0.4788
H9 1.2167 2.0157 5.3665  0.5137
H10 2.1442 2.5656 1.1211  -0.0991
H11 6.5354 1.6234 4.2180  0.4133
H12 2.9069 0.1763 2.7346  0.1395
H13 0.2175 4.2115 0.7647  0.4855
H14 -0.4088 -3.3071 -2.8449  0.7556
H15 -3.0972 -6.4276 -2.6715  0.3829
H16 3.5797 -4.5802 3.4639  0.4634
H17 0.0968 6.1935 2.1474  0.4348
H18 3.9149 3.1069 2.6441  -0.0047
H19 -1.7658 2.7632 1.7471  0.4545
H20 -5.9225 -2.7582 -0.6240  0.5284
H21 -6.0451 1.4761 -0.7457  0.4529
H22 3.2400 -2.7858 -1.1239  0.4530
H23 3.4955 4.6657 -0.7146  0.4425
H24 -2.4884 -2.5486 3.3469  0.1162
H25 1.4205 -1.2684 -2.8324  0.5907
H26 1.7823 0.0420 6.8546  0.5038
H27 0.6177 3.0917 -3.5823  0.2494
H28 0.1090 -5.1464 0.1342  0.6384
H29 -2.8594 1.0475 -7.1644  0.4171
H30 -1.1103 -6.2246 1.9832  0.4919
H31 1.6050 3.0965 -1.1965  0.1382
H32 2.4029 -2.3645 2.9743  0.5781
H33 -2.1971 -1.6082 -2.9385  0.3149
H34 1.8731 -4.0529 -5.7804  0.3937
H35 -0.1655 -2.6603 -0.1668  0.6804
H36 -3.4119 -0.3619 3.8911  0.3327
H37 0.2046 -2.4737 3.6539  0.7099
H38 3.7605 5.2226 3.9999  0.4628
H39 0.0621 0.2464 -4.3760  0.4245
H40 -3.0905 -0.4927 -5.1522  0.4179
H41 -2.5530 0.4927 -2.8719  0.2694
H42 0.2705 1.7247 3.2081  0.1865
H43 -3.2509 3.5394 5.6784  0.4642
H44 2.1905 -1.5039 0.7485  -0.1085
H45 -4.6581 -2.5204 -3.0032  0.6414
H46 4.3233 6.1305 -2.6127  0.3757
H47 -7.2709 -0.6753 -0.9941  0.4471
H48 3.5831 0.3529 0.4349  0.5464
H49 1.4281 4.7988 -5.1275  0.4022
H50 -5.0011 -4.8768 -2.9464  0.4118
H51 -3.7718 1.0252 5.7698  0.4852
H52 4.6255 -5.7575 1.3939  0.4209
H53 -3.8923 1.5730 0.1838  0.2317
H54 -3.7232 -2.6093 0.4284  0.1879
H55 -1.9378 2.8536 -2.6778  0.8331

Results
HOMO (alpha / beta)	-10.9 / -11.2	eV
lowest unoccupied orbital energy (alpha / beta)	-0.1326 / -0.1834	Ha
total charge	+1
spin multiplicity	6
expectation value of S²	8.765
M	982.13	g/mol
calculated total energy	-109906.3884	eV
frontier orbital gap (alpha / beta)	7.31 / 6.21	eV


(4)
Below is 2 unconnected molecules or ions with the total composition C3H2BrF3, with properties calculated with ωB97M-V/def2-TZVPD.

Each line ends with the natural charge from an NBO analysis.
Atoms and positions in Å:
Br1 2.9483 0.9498 0.0074  0.0883
F1 -0.7874 -1.8000 -0.3325  -0.3163
F2 2.1798 -1.5504 0.5321  -0.3326
F3 -0.5521 1.6074 0.1529  -0.3579
C1 -1.3197 0.5122 -0.2286  -0.1326
C2 -0.2805 -0.6088 -0.4664  0.4452
C3 1.7572 -0.3235 0.5937  0.2062
H1 -2.0301 0.8647 -0.9458  0.2133
H2 -1.9155 0.3485 0.6872  0.1862

Results
HOMO (alpha / beta)	-8.5 / -8.4	eV
lowest unoccupied orbital energy (alpha / beta)	-0.0312 / -0.0232	Ha
M	174.95	g/mol
calculated total energy	-81331.7069	eV
frontier orbital gap (alpha / beta)	7.61 / 7.79	eV